1.
Density functional theory data (ωB97M-V/def2-TZVPD) for one molecule with the formula C3H6N2O in a non-equilibrium geometry.

```
12
Properties=species:S:1:pos:R:3:forces:R:3:lowdin_charge:R:1
C 0.8178 0.4428 1.1847 -3.54 -1.10 -0.53 -0.225
C 1.5116 0.7459 2.2885 0.64 -0.49 -3.26 0.057
C -1.4409 -0.7069 -1.8679 1.59 -2.17 -0.86 -0.110
N 1.2633 0.5060 -0.1110 2.71 1.46 2.79 0.005
N -0.6489 -0.5051 -0.6496 -0.88 -0.13 -1.24 -0.042
O 0.4219 0.1889 -0.9927 -1.67 -0.99 -2.27 -0.127
H -0.3325 0.1037 1.2391 2.77 1.09 0.30 0.137
H 2.5429 0.9150 2.2601 1.37 0.39 0.03 0.049
H 0.9960 0.7618 3.1445 -1.57 0.07 3.26 0.012
H -2.2092 -0.0220 -2.0437 -0.70 2.14 -0.29 0.037
H -0.8306 -0.8950 -2.8980 -1.33 0.29 2.67 0.137
H -2.0915 -1.5351 -1.5539 0.61 -0.56 -0.61 0.071
```
Positions in Å, forces in eV/Å.

Values from the calculation:
- total energy (Eh) = -302.4219
- orbital gap (alpha / beta) (eV) = 8.271 / 8.483
- ΔE to the lowest compared entry with this formula, charge and spin (kcal/mol) = 170.2
- HOMO level (alpha / beta) (Ha) = -0.31319 / -0.32974

=====

2.
Density functional theory data (ωB97M-V/def2-TZVPD) for a 2-piece molecular cluster, C4H11N2 overall in a non-equilibrium geometry.

```
17
Properties=species:S:1:pos:R:3:forces:R:3:lowdin_spin:R:1
C 0.3210 2.2295 1.5853 1.90 -2.58 1.85 0.007
C -0.7525 1.3340 0.9993 -0.01 0.59 -3.90 0.095
C -0.2104 0.1481 0.0699 -0.89 2.49 -0.15 0.709
C -0.1935 0.3894 -1.2416 2.71 -1.23 -2.66 0.086
N 0.6403 -0.2659 -2.4043 -0.47 0.36 3.08 0.017
N -0.0660 -3.3940 0.8828 -2.07 1.17 -1.74 0.011
H 0.1182 3.2769 1.8247 -0.04 -0.15 -0.88 0.000
H 1.2458 1.9336 1.0082 -0.65 1.44 0.60 0.005
H 0.5225 1.7772 2.6316 -0.04 0.70 -1.41 0.001
H -1.4523 1.1082 1.7221 -1.42 -1.17 1.49 0.000
H -1.3666 1.9078 0.1974 0.86 -0.69 1.22 0.027
H -0.7229 1.2454 -1.6563 -0.29 -0.16 0.22 0.024
H 1.5879 -0.5352 -2.0362 -1.47 0.48 -0.79 0.002
H 0.6884 0.2425 -3.3036 -0.17 -0.11 1.34 0.000
H 0.2415 -2.4153 0.9636 0.28 -0.90 0.06 0.016
H -0.5158 -3.4488 -0.0733 0.66 0.04 1.56 0.000
H 0.6465 -4.0792 0.8951 1.11 -0.27 0.11 0.000
```
Positions in Å, forces in eV/Å.

Values from the calculation:
- expectation value of S² = 0.7616
- total energy (Eh) = -268.3511
- orbital gap (alpha / beta) (eV) = 9.892 / 7.651
- ΔE to the lowest compared entry with this formula, charge and spin (kcal/mol) = 59.3
- 2S+1 = 2
- HOMO level (alpha / beta) (Ha) = -0.32410 / -0.31934

=====

3.
Density functional theory data (ωB97M-V/def2-TZVPD) for C2H9CoF2NO8S2 as an isolated structure in a non-equilibrium geometry.

```
25
Properties=species:S:1:pos:R:3:forces:R:3:lowdin_spin:R:1
Co 23.5621 2.1881 -1.1463 1.59 2.50 -2.08 2.694
O 23.2415 4.1182 -1.2384 -0.20 -0.25 0.85 0.108
H 22.3162 4.2800 -1.4245 -0.22 0.05 -0.21 0.005
O 25.3884 2.4103 -0.3552 0.11 -0.54 -1.03 0.058
H 25.7788 2.3183 0.5029 -0.17 -0.18 0.55 0.005
O 23.4706 2.1305 -3.1533 -0.04 -0.32 0.61 0.080
H 23.1862 1.4217 -3.7277 -0.06 -0.43 0.13 0.004
N 22.2905 1.0275 -0.2070 -0.83 -0.80 4.24 0.023
S 21.1608 -0.0093 -0.5454 -1.94 -0.88 -4.15 0.008
O 19.8079 0.3804 -0.2343 0.84 -0.41 0.43 0.004
O 21.5649 -1.3812 -0.4723 -0.24 0.17 0.65 0.004
F 21.1860 0.2625 -2.1354 0.14 -0.22 0.66 0.000
S 22.1041 1.2294 1.4584 1.13 2.01 0.12 0.003
O 23.3326 1.5950 2.0964 -0.47 -0.58 -0.56 0.001
O 21.2314 0.3102 2.1421 0.49 0.42 -0.74 0.005
F 21.3322 2.6289 1.3808 -0.15 -0.73 0.33 0.000
C 28.0868 2.3068 -4.5154 0.18 0.39 0.75 0.000
C 27.7032 2.0711 -3.0508 0.03 -0.88 0.22 0.000
O 26.6405 2.8926 -2.6970 0.68 -0.02 0.10 0.000
H 28.2876 3.3792 -4.5900 -0.39 0.05 -0.36 0.000
H 27.2632 1.9814 -5.1452 -0.01 0.26 -0.21 0.000
H 29.0223 1.8361 -4.8301 -0.09 -0.40 0.19 0.000
H 28.5814 2.1861 -2.3879 0.14 0.37 -0.13 0.000
H 27.4217 1.0168 -2.8832 -0.01 -0.07 -0.31 0.000
H 26.3227 2.5966 -1.7952 -0.53 0.47 -0.04 0.000
```
Positions in Å, forces in eV/Å.

Values from the calculation:
- charge = -2
- expectation value of S² = 3.7587
- total energy (Eh) = -3117.1551
- orbital gap (alpha / beta) (eV) = 6.346 / 6.376
- 2S+1 = 4
- HOMO level (alpha / beta) (Ha) = -0.03835 / -0.03948